{
  "formula": "C6H4NO3",
  "method": "the ωB97M-V functional and the def2-TZVPD basis",
  "elements": ["O", "C", "C", "N", "C", "C", "O", "C", "C", "O", "H", "H", "H", "H"],
  "positions_angstrom": [[2.426618, 2.756324, 0.469994], [1.537633, 1.918743, 0.119469], [0.616436, 1.284607, -0.321255], [-0.461058, 0.422919, -0.611115], [-1.283500, 0.224812, 0.514602], [-1.921694, -0.051899, 1.493961], [-2.750974, -0.268707, 2.432493], [0.022004, -0.790867, -1.140889], [0.433287, -1.894282, -1.382494], [0.965971, -3.003332, -1.698030], [3.324953, 2.400034, 0.513216], [-1.038182, 0.880216, -1.341132], [-2.353944, -0.360063, 3.310041], [0.482451, -3.518505, -2.358861]],
  "forces_ev_per_angstrom": [[0.422, 0.533, 0.383], [-1.223, -0.779, -0.846], [1.187, 0.882, 0.493], [-0.202, 0.079, -0.155], [-0.932, -0.318, 1.322], [0.854, 0.546, -1.429], [-0.554, -0.232, 0.522], [0.530, -1.479, -0.436], [-0.692, 1.600, 0.010], [0.498, -0.682, 0.061], [0.043, -0.127, -0.029], [0.110, -0.081, 0.115], [0.116, 0.012, 0.026], [-0.157, 0.046, -0.036]],
  "smiles": "OC#C[NH+](C#CO)C#CO",
  "homo_lumo_gap_ev": 10.5,
  "e_above_lowest_kcal_mol": 19.2,
  "homo_energy_ev": -13.68,
  "total_energy_ev": -13902.816,
  "spin_multiplicity": 1,
  "total_charge": 1
}